Formula: C23H18ClN7O4PtS
Source: the OMol25 dataset
Level of theory: the ωB97M-V functional and the def2-TZVPD basis

Energy   -2549.252848 hartree
E_HOMO   -8.00 eV
Energy relative to the best compared isomer or geometry (same formula, charge and spin)   22.0 kcal per mole
Lowest unoccupied orbital energy   -0.745 eV
Charge   0

XYZ file:
```
55
Properties=species:S:1:pos:R:3:forces:R:3
Pt 0.74713 0.18360 -0.37224 -0.571 0.427 0.206
O 0.34592 -1.96954 2.11020 -0.047 -0.062 -0.012
S -0.95921 -1.38691 1.95611 0.000 0.001 -0.200
O -2.08244 -2.27545 1.97622 -0.087 -0.005 0.008
N -0.93670 -0.46907 0.62068 0.198 0.280 0.198
C -2.14251 0.02738 0.10902 -0.265 -0.142 -0.052
C -3.42397 -0.17274 0.58488 0.117 0.053 0.038
C -4.53598 0.37749 -0.08129 -0.021 -0.033 0.059
C -4.40429 1.12488 -1.21271 -0.020 0.033 -0.036
C -3.11198 1.36517 -1.72430 0.045 -0.046 0.026
C -2.86990 2.15252 -2.86770 0.030 0.022 -0.003
C -1.58674 2.38041 -3.26552 -0.033 0.037 -0.062
C -0.53611 1.80070 -2.54496 0.048 0.053 0.136
N -0.72325 1.03296 -1.49671 0.003 -0.078 -0.281
C -1.99939 0.81235 -1.06059 0.031 0.003 0.010
C -1.18188 -0.23561 3.29571 0.032 0.000 -0.028
C -1.80985 -0.67911 4.45133 -0.015 -0.003 -0.001
C -1.93410 0.18536 5.52856 -0.002 0.012 0.006
C -1.43845 1.47986 5.44475 0.008 0.006 -0.017
C -0.81914 1.91799 4.28131 -0.011 -0.024 0.013
C -0.68789 1.05984 3.19856 -0.015 -0.031 0.043
H -3.59601 -0.77552 1.46009 0.004 -0.002 0.016
H -5.51954 0.18714 0.32881 0.007 0.001 -0.004
H -5.26358 1.54418 -1.72002 0.013 -0.011 0.004
H -3.70828 2.57972 -3.40394 0.006 -0.006 -0.002
H -1.35372 2.98975 -4.12666 -0.011 -0.001 0.006
H 0.48216 2.01010 -2.82390 -0.048 0.017 0.012
H -2.20381 -1.68631 4.49188 0.008 0.013 -0.002
H -2.42575 -0.14996 6.43255 0.006 0.004 -0.008
H -1.54328 2.15270 6.28611 0.000 -0.003 -0.007
H -0.44663 2.93181 4.21138 -0.003 -0.006 0.004
H -0.22300 1.39363 2.27895 -0.002 0.007 -0.010
N 3.70905 -1.02185 2.30215 0.028 0.013 0.089
C 2.45472 -0.59944 2.19958 0.084 0.584 0.065
N 2.26676 -0.15817 0.96494 0.439 -1.188 -0.146
C 3.47367 -0.39640 0.35279 -0.346 0.340 -0.074
N 4.37665 -0.91540 1.13180 0.096 0.024 0.038
C 3.57068 -0.07406 -1.06102 0.110 -0.035 0.176
C 4.72269 -0.24282 -1.80007 0.022 -0.041 -0.098
N 4.75715 -0.02893 -3.11363 -0.161 0.037 0.054
C 3.60806 0.33576 -3.66426 0.150 -0.037 0.034
C 2.44162 0.53514 -2.92913 0.032 0.005 -0.177
N 2.41593 0.35261 -1.61308 0.118 0.060 0.053
H 4.16776 -1.39998 3.11349 0.004 -0.012 -0.007
H 1.75365 -0.57397 3.01208 0.041 -0.067 -0.035
H 5.62628 -0.58243 -1.30967 -0.002 0.010 -0.014
H 3.57412 0.46247 -4.73780 0.019 -0.008 0.008
H 1.52131 0.73755 -3.44559 0.024 -0.049 0.026
Cl 1.28142 -2.95418 -1.08766 0.006 -0.069 -0.006
C 1.15018 -3.17381 -2.86899 -0.010 -0.069 0.035
C 0.92204 -1.87185 -3.65910 0.102 0.122 -0.160
O 1.42742 -1.88205 -4.79332 0.033 0.093 0.082
O 0.28161 -0.94371 -3.10681 -0.185 -0.218 0.005
H 0.31784 -3.85347 -3.03596 -0.016 0.000 0.014
H 2.07156 -3.64032 -3.19734 0.006 -0.014 -0.019
```
Positions in Å, forces in eV/Å.



Formula: C23H18MnN6O7
Source: the OMol25 dataset
Level of theory: the ωB97M-V functional and the def2-TZVPD basis

2S+1   6
⟨S²⟩   8.754
Energy   -2893.665273 hartree
E_HOMO (spin up / spin down)   -0.98 / -1.04 eV
Energy relative to the best compared isomer or geometry (same formula, charge and spin)   6.5 kcal per mole
Lowest unoccupied orbital energy (spin up / spin down)   4.701 / 4.694 eV
Charge   -2

XYZ file:
```
55
Properties=species:S:1:pos:R:3:forces:R:3
Mn -0.65003 0.30301 0.31019 -0.104 -0.324 0.098
O -2.66727 -0.37254 0.73086 0.106 0.323 -0.003
C -3.46065 -0.27088 1.71013 -0.043 -0.021 -0.010
C -4.79762 -0.78752 1.60679 0.025 0.002 -0.008
C -5.69751 -0.70347 2.63270 -0.030 -0.010 0.004
C -5.36096 -0.10296 3.86159 0.021 -0.008 -0.034
C -4.08766 0.39539 4.00097 0.006 -0.003 -0.012
C -3.13221 0.33314 2.97289 0.029 -0.006 -0.016
C -1.83030 0.88157 3.26057 -0.013 0.007 -0.028
N -0.82350 0.95643 2.47975 -0.006 -0.061 0.060
C 0.40071 1.52530 3.00124 -0.008 -0.016 0.077
C 1.54171 0.53497 2.81641 0.016 0.026 -0.005
N 1.67462 0.26954 1.39716 0.056 0.008 -0.178
C 2.48515 -0.62821 1.01657 0.041 0.145 0.047
C 2.77469 -0.94908 -0.38150 -0.044 -0.022 0.015
C 3.22084 -2.23706 -0.68281 -0.034 -0.009 0.008
C 3.39913 -2.65495 -1.98751 -0.001 0.003 0.021
C 3.12865 -1.75867 -3.01806 -0.008 -0.014 -0.021
C 2.72366 -0.46615 -2.74903 -0.017 0.018 0.030
C 2.55174 -0.03581 -1.42913 -0.050 -0.032 -0.072
O 2.18398 1.20564 -1.12514 -0.009 0.153 -0.026
H -5.05377 -1.25511 0.66406 -0.020 -0.002 0.005
H -6.69404 -1.11304 2.49624 0.002 0.002 -0.001
H -6.08058 -0.04329 4.66790 0.007 0.004 0.010
H -3.78994 0.85880 4.93848 -0.005 0.001 0.004
H -1.72682 1.27537 4.28418 0.025 0.005 -0.007
H 0.29586 1.80686 4.05929 0.014 -0.002 -0.005
H 0.63536 2.41953 2.41629 0.010 0.003 0.010
H 1.35308 -0.38636 3.38193 -0.051 0.008 -0.020
H 2.46420 0.99073 3.19628 -0.003 -0.033 0.021
H 3.02336 -1.24546 1.75118 -0.022 -0.003 0.025
H 3.34697 -2.94196 0.13202 0.010 0.000 0.004
H 3.66540 -3.68068 -2.20360 0.009 0.001 -0.001
H 3.19467 -2.08707 -4.04826 -0.007 -0.001 0.005
H 2.46544 0.21508 -3.54996 0.013 0.002 -0.003
O 0.50139 -4.91091 -3.01012 -0.001 0.020 0.011
C 0.22987 -3.93562 -2.32909 -0.040 -0.017 0.017
C -0.18130 -2.58241 -2.84187 0.076 -0.020 -0.065
O -0.29993 -2.27279 -4.02399 -0.034 -0.013 0.035
C -0.33121 -1.74057 -1.66165 0.002 0.114 0.056
C -0.06332 -2.48584 -0.47071 0.030 -0.146 -0.032
O -0.07757 -1.96004 0.67446 -0.030 0.270 0.025
C 0.29687 -3.86314 -0.82737 0.054 0.041 -0.018
O 0.64449 -4.77003 -0.07868 -0.003 -0.004 0.004
O -0.59800 -0.49522 -1.61734 0.046 0.014 -0.167
N 1.19514 5.33813 -3.55026 0.002 0.007 0.012
C 1.01306 4.15522 -2.80426 -0.163 0.050 -0.064
N 1.61293 3.05101 -3.11838 0.105 -0.044 0.142
N 0.17304 4.34867 -1.76191 -0.042 -0.070 -0.124
C -0.18069 3.31283 -1.05710 0.131 0.094 0.208
N -0.55485 2.47307 -0.34404 -0.056 -0.299 0.010
H 1.35382 5.16056 -4.53021 0.016 0.010 0.020
H 0.42665 5.97516 -3.40000 0.016 -0.009 -0.003
H 2.19420 3.17822 -3.94125 -0.004 -0.037 0.024
H 1.96900 1.77261 -1.91688 -0.020 -0.106 -0.086
```
Positions in Å, forces in eV/Å.



Formula: C23H18MoN3OS2
Source: the OMol25 dataset
Level of theory: the ωB97M-V functional and the def2-TZVPD basis

2S+1   3
⟨S²⟩   2.038
Energy   -1991.051085 hartree
E_HOMO (spin up / spin down)   -11.49 / -11.50 eV
Energy relative to the best compared isomer or geometry (same formula, charge and spin)   7.7 kcal per mole
Lowest unoccupied orbital energy (spin up / spin down)   -5.004 / -4.814 eV
Charge   +1

XYZ file:
```
48
Properties=species:S:1:pos:R:3:forces:R:3
Mo 0.69486 -1.38523 0.03231 0.702 0.012 -0.122
C -3.09723 0.43449 -0.80963 -0.097 -0.061 -0.040
C -1.98145 -0.48508 -0.46683 0.092 0.182 -0.120
N -0.74375 -0.14383 -0.71399 -0.419 0.264 -0.356
N -0.54224 1.09118 -1.28813 0.085 -0.004 0.088
C 0.70850 1.39724 -1.38705 -0.157 -0.071 0.018
S 2.00188 0.29603 -0.90628 -0.176 -0.072 0.157
S 1.25123 2.89959 -2.03925 0.008 0.088 0.091
C -0.27519 3.91679 -2.02079 0.079 -0.142 0.033
C -0.46969 4.65060 -0.72235 0.097 0.011 -0.032
C -0.78948 3.97775 0.45427 -0.076 -0.072 0.089
C -0.92342 4.67084 1.64690 0.007 0.032 -0.014
C -0.74139 6.04902 1.67850 -0.005 -0.051 -0.006
C -0.42890 6.72589 0.51049 0.004 0.009 -0.017
C -0.29064 6.02776 -0.68255 -0.003 0.053 -0.014
C -2.19582 -1.79191 0.14677 0.178 0.025 0.176
C -3.32416 -2.54757 -0.19371 0.027 0.016 -0.188
C -3.50569 -3.81332 0.31265 0.013 -0.120 0.039
C -2.56430 -4.36406 1.18835 -0.072 -0.025 -0.110
C -1.47131 -3.62871 1.58069 0.110 0.045 0.116
C -1.28151 -2.32516 1.10190 -0.351 0.159 0.334
O -0.31184 -1.54441 1.66325 0.036 -0.268 -0.194
H -2.92474 1.39432 -0.32080 -0.010 0.006 0.011
H -3.10019 0.63597 -1.88251 -0.003 0.000 0.009
H -4.05687 0.03544 -0.49672 0.014 0.010 0.006
H -0.12795 4.61741 -2.84039 -0.034 -0.013 -0.043
H -1.09605 3.24956 -2.26974 -0.051 0.030 -0.024
H -0.93307 2.90192 0.44239 0.028 0.100 -0.018
H -1.16742 4.13487 2.55588 -0.001 0.024 -0.020
H -0.84182 6.58980 2.61059 -0.005 -0.012 -0.020
H -0.28574 7.79904 0.52466 -0.008 -0.035 -0.001
H -0.04209 6.56304 -1.59305 0.001 -0.021 0.045
H -4.03876 -2.14044 -0.89829 0.027 -0.036 0.032
H -4.37720 -4.38711 0.02609 0.034 0.016 0.005
H -2.70592 -5.36525 1.57312 -0.007 0.026 0.011
H -0.77203 -4.00936 2.31360 -0.012 -0.002 0.018
N 6.74191 -5.05891 1.14450 -0.101 0.046 -0.035
C 5.77835 -4.54416 0.78876 -0.045 0.033 -0.047
C 4.56887 -3.89298 0.34722 0.122 -0.029 0.028
C 4.52514 -3.27772 -0.91137 0.043 -0.040 0.001
C 3.38253 -2.63077 -1.33333 -0.065 -0.052 -0.151
C 2.25551 -2.59068 -0.50966 0.098 0.004 0.290
C 2.31423 -3.22116 0.74298 -0.089 -0.063 -0.084
C 3.46184 -3.86975 1.18223 0.039 -0.030 -0.034
H 5.40887 -3.29164 -1.53568 -0.027 -0.023 -0.008
H 3.36911 -2.13928 -2.29682 0.014 0.023 0.004
H 1.44760 -3.25156 1.40455 -0.020 0.010 0.108
H 3.49742 -4.35849 2.14626 -0.021 0.015 -0.012
```
Positions in Å, forces in eV/Å.



F_max, respectively: 0.025 0.007 0.014 Eh/bohr.